This record from OMol25 describes C21H22As2Cl3NO3Pd as an isolated structure. The level of theory is ωB97M-V/def2-TZVPD.

calculated total energy = -192491.0412 eV
ΔE to the lowest compared entry with this formula, charge and spin = 21.28 kcal per mole
frontier orbital gap (alpha / beta) = 7.38 / 6.31 eV
expectation value of S² = 2.009
lowest unoccupied orbital energy (alpha / beta) = -0.05 / -1.26 eV
2S+1 = 3

CARTESIAN COORDINATES (ANGSTROEM)
Pd  0.28  0.70  -0.50
As  0.13  -1.66  -1.25
As  2.34  0.01  0.66
Cl  1.18  5.92  -1.00
Cl  -6.14  2.86  0.70
Cl  -2.50  0.13  3.55
O  2.50  2.83  -0.32
O  0.25  2.88  -0.24
O  -1.05  -0.08  1.01
N  -1.77  1.08  -1.37
C  0.80  -3.92  0.45
C  -1.68  -2.38  -1.07
C  -2.60  1.20  -0.30
C  -4.62  2.01  0.76
C  3.71  -0.15  -0.72
C  2.41  -3.95  2.22
C  0.75  -2.82  -2.74
C  1.43  4.83  0.39
C  -4.16  2.46  -1.65
C  1.46  -4.61  1.45
C  -2.99  0.80  2.03
C  -3.83  1.90  -0.39
C  -2.09  1.64  -2.51
C  -3.29  2.34  -2.70
C  -2.15  0.60  0.94
C  2.69  -2.61  1.98
C  -4.21  1.48  1.95
C  3.45  0.52  2.18
C  1.07  -2.57  0.20
C  1.41  3.38  -0.08
C  2.02  -1.91  0.98
H  -2.35  -1.81  -1.71
H  4.50  -0.83  -0.42
H  0.05  -4.43  -0.15
H  1.23  -5.65  1.64
H  3.43  -2.11  2.59
H  -3.50  2.78  -3.66
H  1.79  -2.60  -2.97
H  4.11  0.85  -0.90
H  2.39  5.08  0.83
H  0.62  5.01  1.09
H  3.24  -0.51  -1.64
H  -1.99  -2.25  -0.03
H  0.14  -2.63  -3.62
H  2.94  -4.48  3.00
H  -5.09  2.99  -1.75
H  2.92  0.34  3.12
H  3.64  1.59  2.09
H  -1.72  -3.43  -1.35
H  0.65  -3.87  -2.45
H  -4.81  1.57  2.84
H  -1.39  1.52  -3.33
H  4.40  -0.01  2.17